{
  "formula": "C3H6N2O",
  "method": "wB97M-V/def2-TZVPD",
  "elements": ["C", "N", "C", "N", "C", "O", "H", "H", "H", "H", "H", "H"],
  "xyz": [[-1.815, -0.428, -0.504], [-1.373, 0.624, 0.350], [-0.130, 0.818, 0.540], [0.899, -0.070, 0.172], [2.255, 0.006, 0.433], [3.060, -0.792, 0.011], [-2.849, -0.191, -0.753], [-1.216, -0.416, -1.431], [-1.747, -1.405, -0.027], [-0.246, 1.895, 0.495], [0.637, -0.902, -0.355], [2.526, 0.862, 1.069]],
  "atomic_forces_ev_per_a": [[-0.318, -0.581, -0.049], [-0.247, -0.265, -0.377], [-1.063, 0.222, -1.016], [-0.081, 0.188, -0.157], [-0.040, 0.085, -0.077], [-0.512, 0.333, 0.222], [0.017, -0.445, -0.116], [-0.238, -0.224, 0.169], [-0.137, -0.320, -0.131], [2.670, 0.741, 1.393], [-0.043, 0.240, 0.182], [-0.007, 0.025, -0.042]],
  "nbo_charge": [-0.4715, -0.4296, 0.1921, -0.6591, 0.5459, -0.5646, 0.2155, 0.1851, 0.1970, 0.2555, 0.4119, 0.1218],
  "smiles": "C/N=C\\NC=O",
  "total_charge": 0,
  "e_homo_ev": -9.52,
  "relative_energy_kj_mol": 227.7
}

***

{
  "formula": "C5H8N2",
  "method": "wB97M-V/def2-TZVPD",
  "elements": ["C", "N", "C", "N", "C", "C", "C", "H", "H", "H", "H", "H", "H", "H", "H"],
  "xyz": [[-2.760, -0.457, 0.128], [-1.509, 0.076, -0.365], [-0.691, 0.530, 0.486], [0.519, 1.167, 0.120], [0.986, 0.795, -1.251], [1.641, 0.262, -0.295], [2.675, -0.515, 0.406], [-2.873, -1.492, -0.213], [-2.850, -0.438, 1.227], [-3.593, 0.113, -0.298], [-0.878, 0.542, 1.570], [0.738, 1.049, -2.267], [3.206, 0.127, 1.117], [2.221, -1.338, 0.968], [3.392, -0.931, -0.307]],
  "atomic_forces_ev_per_a": [[-0.208, -0.110, 0.043], [0.314, 0.190, 0.344], [-0.213, -0.110, -0.159], [-0.162, 0.074, 0.147], [0.223, -0.168, -0.006], [-0.009, -0.004, -0.233], [-0.004, -0.008, -0.021], [0.013, 0.153, 0.052], [0.044, 0.008, -0.171], [0.122, -0.080, 0.054], [-0.008, -0.030, -0.148], [0.050, -0.045, 0.186], [-0.089, -0.069, -0.104], [0.047, 0.127, -0.078], [-0.121, 0.071, 0.094]],
  "nbo_charge": [-0.4274, -0.4568, 0.2505, -0.4816, -0.0553, 0.1710, -0.6653, 0.2002, 0.1669, 0.2010, 0.1420, 0.2410, 0.2386, 0.2362, 0.2389],
  "smiles": "C/N=C/N1C=C1C",
  "total_charge": 0,
  "e_homo_ev": -8.29,
  "relative_energy_kj_mol": 374.5
}

***

{
  "formula": "C30H50As2ClF6IrO3P",
  "method": "wB97M-V/def2-TZVPD",
  "elements": ["Ir", "C", "As", "C", "C", "H", "H", "H", "H", "H", "H", "H", "H", "H", "C", "C", "C", "C", "C", "C", "P", "C", "C", "C", "C", "C", "C", "C", "C", "C", "C", "C", "C", "H", "H", "H", "H", "H", "H", "H", "H", "H", "H", "H", "H", "H", "H", "H", "H", "H", "H", "H", "H", "H", "H", "H", "H", "H", "H", "H", "H", "H", "H", "H", "H", "H", "C", "C", "C", "C", "Cl", "C", "C", "C", "O", "C", "C", "O", "O", "H", "H", "H", "H", "H", "H", "H", "H", "F", "As", "F", "F", "F", "F", "F"],
  "xyz": [[0.795, 0.524, -0.596], [0.617, 0.384, -4.465], [0.306, 1.493, -2.880], [1.303, 3.093, -3.342], [-1.521, 2.151, -3.177], [0.432, 1.011, -5.340], [-0.037, -0.486, -4.499], [1.658, 0.058, -4.475], [0.884, 3.512, -4.262], [2.355, 2.856, -3.494], [1.224, 3.816, -2.531], [-1.705, 2.274, -4.245], [-1.616, 3.121, -2.689], [-2.268, 1.477, -2.763], [3.609, -4.708, 1.255], [3.305, -4.449, -0.211], [2.007, -3.632, -0.406], [1.694, -2.846, 0.866], [2.997, -2.261, 1.404], [3.827, -3.397, 2.005], [0.353, -1.572, 0.619], [-1.084, -2.340, -0.288], [-1.583, -3.724, 0.155], [-2.298, -4.426, -1.010], [-3.065, -3.424, -1.866], [-2.095, -2.482, -2.587], [-0.797, -2.325, -1.792], [-0.346, -1.189, 2.302], [0.453, -0.100, 3.025], [-0.047, 0.037, 4.457], [0.270, -1.226, 5.258], [0.413, -2.453, 4.361], [-0.580, -2.410, 3.205], [4.496, -5.337, 1.354], [2.789, -5.282, 1.700], [3.219, -5.395, -0.743], [4.141, -3.894, -0.640], [1.189, -4.315, -0.637], [2.138, -2.946, -1.246], [1.294, -3.532, 1.622], [2.846, -1.485, 2.156], [3.538, -1.790, 0.576], [3.592, -3.538, 3.064], [4.879, -3.105, 1.967], [-1.882, -1.608, -0.108], [-2.283, -3.613, 0.985], [-0.767, -4.360, 0.496], [-2.980, -5.179, -0.614], [-1.570, -4.944, -1.638], [-3.739, -2.853, -1.225], [-3.687, -3.950, -2.591], [-2.568, -1.508, -2.725], [-1.860, -2.873, -3.578], [-0.300, -1.373, -2.053], [-0.114, -3.134, -2.048], [-1.314, -0.749, 2.036], [0.366, 0.843, 2.479], [1.515, -0.343, 3.064], [-1.127, 0.212, 4.436], [0.410, 0.903, 4.935], [-0.512, -1.400, 5.998], [1.193, -1.087, 5.822], [0.261, -3.360, 4.947], [1.428, -2.500, 3.961], [-1.586, -2.340, 3.623], [-0.535, -3.343, 2.642], [-4.716, 5.343, -1.034], [-3.287, 5.741, -0.974], [-2.804, 6.857, -1.623], [-1.460, 7.228, -1.513], [-0.892, 8.624, -2.299], [-0.577, 6.459, -0.730], [-1.036, 5.346, -0.072], [-2.382, 4.956, -0.188], [-2.924, 3.883, 0.379], [-2.216, 3.019, 1.231], [-1.235, 2.100, 0.460], [-0.201, 2.603, -0.009], [-1.495, 0.887, 0.356], [-5.248, 5.897, -1.801], [-5.190, 5.546, -0.073], [-4.815, 4.275, -1.216], [-3.472, 7.458, -2.220], [0.455, 6.758, -0.639], [-0.344, 4.759, 0.510], [-2.980, 2.401, 1.709], [-1.637, 3.570, 1.982], [3.069, 0.030, -1.361], [3.915, 1.365, -0.303], [4.718, 1.901, -1.699], [2.496, 2.381, -0.779], [4.475, 2.527, 0.787], [2.773, 0.730, 0.995], [5.082, 0.176, 0.112]],
  "atomic_forces_ev_per_a": [[0.197, 1.679, 1.625], [0.291, -0.399, 0.545], [-1.254, 0.027, -1.575], [0.633, 0.088, 0.702], [0.026, -0.192, 0.669], [-0.048, 0.154, 0.216], [-0.019, 0.077, 0.121], [-0.048, -0.001, 0.004], [-0.236, -0.336, 0.120], [-0.048, -0.063, 0.046], [-0.047, 0.000, -0.044], [0.312, -0.148, 0.002], [0.068, 0.021, 0.081], [0.013, -0.086, 0.009], [0.043, -0.312, 0.057], [0.122, 0.057, -0.090], [0.077, -0.326, -0.038], [0.349, 0.919, -0.694], [0.178, 0.318, 0.262], [0.294, 0.019, 0.213], [-1.351, -1.866, 0.252], [0.418, 0.877, -0.270], [0.067, -0.259, 0.227], [-0.109, 0.062, -0.124], [-0.064, -0.165, 0.030], [-0.037, 0.086, -0.046], [0.106, 0.187, -0.212], [-0.016, 1.333, -0.432], [0.245, 0.099, 0.143], [-0.173, 0.198, -0.050], [0.046, -0.095, 0.294], [0.129, -0.033, -0.076], [0.259, -0.635, 0.001], [-0.112, 0.007, -0.054], [-0.001, 0.014, 0.034], [0.061, 0.063, -0.129], [0.034, -0.080, -0.110], [-0.064, 0.078, -0.079], [-0.055, -0.033, -0.050], [-0.452, 0.321, 0.026], [-0.006, -0.076, -0.118], [-0.089, -0.056, 0.093], [-0.058, 0.091, -0.063], [-0.065, -0.043, -0.021], [0.082, 0.022, 0.023], [0.087, 0.049, 0.049], [0.051, -0.003, 0.100], [0.119, -0.024, 0.027], [-0.010, -0.100, 0.029], [-0.084, 0.012, 0.010], [-0.027, 0.064, 0.036], [-0.017, 0.049, -0.054], [0.008, 0.038, -0.008], [-0.039, -0.327, -0.168], [0.108, 0.083, 0.020], [0.090, -0.097, 0.000], [0.038, 0.135, -0.015], [-0.014, 0.066, -0.104], [-0.026, 0.057, 0.028], [-0.068, 0.035, -0.067], [-0.006, 0.020, -0.019], [0.009, -0.011, 0.000], [0.022, -0.035, -0.082], [0.073, -0.099, 0.004], [-0.094, 0.043, -0.190], [-0.175, -0.038, 0.064], [-0.281, -0.065, 0.082], [0.801, -0.612, 0.528], [0.411, 0.020, 0.084], [0.213, -0.917, 0.706], [0.135, 0.339, -0.230], [-0.401, 0.915, -0.748], [-0.666, -0.712, 0.250], [0.686, 1.971, -1.160], [-0.550, -1.508, 0.633], [-0.137, 0.340, -0.103], [-1.183, 0.584, 0.607], [1.752, -0.854, -0.820], [1.336, -1.150, -0.913], [-0.045, 0.012, -0.052], [-0.105, -0.026, 0.002], [-0.101, -0.022, -0.069], [-0.071, 0.078, -0.050], [0.070, 0.074, 0.008], [0.017, 0.113, 0.150], [0.256, 0.049, -0.057], [-0.042, -0.084, -0.052], [-1.130, 0.897, 0.880], [0.021, -0.734, 0.404], [-0.136, -0.119, 0.317], [0.286, -0.687, 0.074], [-0.118, -0.108, -0.386], [-0.073, 0.129, -1.047], [-0.690, 0.568, -0.215]],
  "lowdin_spin": [0.9375, -0.0105, -0.0437, -0.0046, -0.0074, -0.0023, 0.0000, 0.0000, -0.0015, 0.0001, -0.0001, -0.0014, 0.0000, -0.0001, -0.0001, 0.0003, 0.0001, 0.0020, -0.0001, 0.0004, -0.0335, -0.0051, -0.0025, -0.0009, 0.0001, 0.0006, -0.0005, -0.0086, 0.0005, 0.0004, 0.0000, -0.0007, -0.0046, 0.0000, -0.0001, 0.0000, 0.0000, 0.0000, 0.0000, -0.0010, 0.0000, 0.0000, 0.0000, 0.0001, 0.0001, -0.0001, 0.0000, -0.0003, 0.0000, 0.0000, 0.0001, 0.0000, 0.0000, 0.0000, -0.0002, 0.0000, 0.0002, -0.0001, 0.0000, 0.0000, 0.0000, 0.0000, -0.0002, -0.0001, -0.0010, -0.0003, -0.0003, -0.0005, 0.0032, 0.0021, 0.0006, -0.0033, 0.0051, 0.0058, -0.0030, 0.0016, 0.0098, 0.1239, 0.0047, 0.0000, -0.0001, -0.0001, 0.0001, -0.0002, 0.0005, 0.0021, -0.0007, 0.0067, 0.0001, 0.0000, 0.0256, 0.0001, 0.0047, 0.0001],
  "spin_multiplicity": 2,
  "total_charge": 2,
  "e_homo_ev": [-12.73, -12.72],
  "relative_energy_kj_mol": 461.1
}

***

{
  "formula": "C23H20Cl2MoO4P",
  "method": "wB97M-V/def2-TZVPD",
  "elements": ["C", "C", "C", "H", "C", "C", "H", "H", "H", "H", "Mo", "Cl", "P", "C", "C", "H", "C", "H", "C", "H", "C", "H", "C", "H", "C", "C", "H", "C", "H", "C", "H", "C", "H", "C", "H", "C", "C", "H", "C", "H", "C", "H", "C", "H", "C", "H", "O", "Cl", "O", "O", "O"],
  "xyz": [[1.152, 3.506, 0.610], [0.584, 2.884, -0.526], [-0.816, 2.718, -0.296], [1.126, 2.620, -1.419], [-1.107, 3.222, 0.998], [0.045, 3.764, 1.457], [0.137, 4.165, 2.518], [2.183, 3.692, 0.796], [-1.535, 2.298, -0.981], [-2.052, 3.175, 1.494], [0.303, 1.467, 1.107], [-0.975, 0.588, 2.901], [0.026, -0.492, -0.007], [-1.617, -0.641, -0.806], [-1.778, -1.096, -2.114], [-0.913, -1.342, -2.715], [-3.048, -1.237, -2.658], [-3.158, -1.587, -3.677], [-4.170, -0.935, -1.900], [-5.160, -1.046, -2.325], [-4.017, -0.496, -0.591], [-4.887, -0.269, 0.011], [-2.750, -0.347, -0.046], [-2.634, -0.014, 0.976], [1.224, -0.639, -1.375], [1.210, 0.276, -2.430], [0.429, 1.022, -2.491], [2.181, 0.224, -3.418], [2.151, 0.931, -4.238], [3.186, -0.733, -3.357], [3.948, -0.771, -4.126], [3.212, -1.637, -2.305], [3.995, -2.381, -2.247], [2.237, -1.593, -1.319], [2.266, -2.297, -0.499], [0.186, -2.080, 0.884], [-0.457, -3.213, 0.389], [-1.084, -3.145, -0.490], [-0.306, -4.439, 1.021], [-0.813, -5.311, 0.628], [0.484, -4.542, 2.159], [0.599, -5.497, 2.655], [1.122, -3.415, 2.657], [1.734, -3.486, 3.547], [0.974, -2.187, 2.028], [1.472, -1.315, 2.421], [2.126, 3.870, 4.077], [1.008, 4.460, 3.468], [-0.127, 4.632, 4.458], [1.423, 5.731, 2.723], [0.681, 2.940, 2.374]],
  "atomic_forces_ev_per_a": [[-0.027, 0.039, -5.891], [0.888, 1.621, -1.158], [-0.670, 0.160, -1.093], [-0.093, -0.245, -0.004], [-3.299, -2.408, -2.877], [1.787, 1.962, 1.203], [-5.195, 4.199, -3.126], [0.376, 0.425, 0.178], [0.048, -0.065, -0.147], [-0.275, -0.029, 0.227], [-1.314, 0.321, 3.210], [0.572, 0.199, -0.942], [-0.690, -4.035, -2.477], [-0.140, 0.213, 0.102], [0.143, 0.080, -0.082], [0.028, -0.025, -0.040], [0.041, 0.007, 0.057], [0.017, -0.005, 0.029], [0.058, -0.002, 0.026], [0.038, 0.008, 0.024], [-0.034, 0.023, 0.044], [0.014, -0.007, -0.007], [0.034, 0.044, -0.012], [-0.110, -0.016, 0.040], [0.193, 0.229, 0.206], [0.057, -0.033, -0.093], [-0.096, -0.070, -0.102], [-0.115, 0.053, -0.003], [-0.002, -0.022, 0.004], [-0.008, -0.038, 0.085], [-0.029, 0.003, 0.027], [0.024, -0.015, -0.064], [-0.019, -0.002, -0.009], [0.086, -0.005, 0.060], [0.035, -0.065, -0.013], [-0.011, 0.107, 0.153], [-0.038, -0.007, -0.064], [-0.013, -0.011, -0.018], [0.029, 0.077, 0.026], [0.010, 0.023, 0.003], [-0.013, 0.072, -0.071], [0.000, 0.053, -0.003], [0.098, 0.081, 0.111], [-0.006, -0.008, -0.015], [-0.119, -0.132, -0.242], [0.126, 0.114, 0.190], [1.069, -0.595, 0.545], [2.425, 8.172, 7.823], [2.099, -0.174, -1.864], [-0.550, -2.474, 1.647], [2.567, -7.795, 4.400]],
  "lowdin_spin": [-0.0393, 0.0243, -0.0048, 0.0063, -0.0577, 0.0582, 0.0388, -0.0025, 0.0015, -0.0010, 1.0838, 0.0054, 0.0802, 0.0195, 0.0027, 0.0002, 0.0020, 0.0002, 0.0010, 0.0000, 0.0005, 0.0001, 0.0034, 0.0002, 0.0186, 0.0046, 0.0003, 0.0000, -0.0001, 0.0044, 0.0002, 0.0001, 0.0000, 0.0054, 0.0001, 0.0075, 0.0007, 0.0000, 0.0004, 0.0001, -0.0005, 0.0000, 0.0002, 0.0001, 0.0020, 0.0022, 0.0506, 0.1483, 0.2221, 0.2043, 0.1053],
  "spin_multiplicity": 3,
  "total_charge": 1,
  "e_homo_ev": [-12.25, -11.77],
  "relative_energy_kj_mol": 973.4
}